## one
Below is a molecular structure, C25H31GeNOOsSSb, with properties calculated with ωB97M-V/def2-TZVPD.

The geometry in XYZ format:
```
62
Properties=species:S:1:pos:R:3:lowdin_charge:R:1
Os 1.11502 -2.44011 0.40103 0.976
N 1.62658 -6.26706 -0.91294 0.221
C 1.79045 -5.04582 -0.42497 -0.476
O 0.78101 -4.29549 -0.29970 -0.158
C 3.12876 -4.55043 -0.01192 -0.186
C 3.05849 -3.02685 -0.04507 -0.310
H 0.70302 -6.58619 -1.15955 0.136
H 2.40683 -6.89027 -1.02031 0.129
H 3.92111 -4.97751 -0.63284 0.123
H 3.29672 -4.91094 1.00819 0.135
H 3.19602 -2.66708 -1.07411 0.060
H 3.85675 -2.59188 0.54866 0.042
S -0.70224 -1.35081 -0.69030 0.081
Sb -1.23036 0.86200 -0.93338 1.335
C 0.42909 2.04245 -1.32966 -0.371
C 0.83062 3.13990 -0.57162 -0.122
C 1.99413 3.81588 -0.91153 -0.064
C 2.75359 3.39412 -1.99311 -0.062
C 2.34835 2.30574 -2.75263 -0.065
C 1.18562 1.62531 -2.42420 -0.120
C -2.45719 1.40703 0.65056 -0.368
C -2.23457 2.48518 1.50407 -0.124
C -3.09358 2.69861 2.57299 -0.066
C -4.16100 1.83954 2.78947 -0.062
C -4.38725 0.77161 1.93308 -0.062
C -3.53619 0.54929 0.86067 -0.121
C -2.39652 0.87675 -2.65054 -0.368
C -2.94943 2.09398 -3.04802 -0.114
C -3.73735 2.14504 -4.18684 -0.070
C -3.96763 0.98749 -4.92033 -0.065
C -3.41433 -0.21935 -4.51999 -0.067
C -2.62330 -0.28419 -3.37892 -0.126
H 0.25656 3.48059 0.27637 0.081
H 2.30641 4.67307 -0.32940 0.113
H 3.66728 3.91618 -2.24555 0.112
H 2.93617 1.98604 -3.60297 0.112
H 0.87398 0.77556 -3.02206 0.103
H -1.40847 3.16350 1.35470 0.082
H -2.92657 3.53727 3.23618 0.112
H -4.82077 2.00281 3.63167 0.112
H -5.22589 0.10851 2.09872 0.113
H -3.71279 -0.29271 0.20112 0.099
H -2.77404 3.00228 -2.48099 0.106
H -4.17105 3.08523 -4.50084 0.111
H -4.58409 1.02932 -5.80895 0.111
H -3.59846 -1.11729 -5.09515 0.111
H -2.19373 -1.22514 -3.05978 0.061
C 1.27609 -0.60571 4.84116 -0.214
Ge 1.74181 -0.55971 2.96664 0.721
C 3.65559 -0.34156 2.72562 -0.226
C 0.88298 0.93467 2.09109 -0.240
C 1.22940 -2.30527 2.12574 -0.468
H 1.64236 0.30601 5.31518 0.030
H 1.73549 -1.46087 5.33682 0.026
H 0.19633 -0.66199 4.97945 0.026
H 3.99123 0.58764 3.18968 0.026
H 3.88614 -0.30446 1.65999 0.016
H 4.21275 -1.16709 3.16996 0.026
H 1.21302 1.86208 2.56499 0.042
H -0.20229 0.86761 2.16086 0.008
H 1.18305 0.95690 1.04475 -0.009
H 1.20027 -3.16938 2.79877 0.004
```

The HOMO energy (alpha / beta) is -9.67 / -9.67 eV. The orbital gap (alpha / beta) is 7.2 / 7.2 eV. Its net charge is +1.

=====

## two
Below is a molecular structure, C25H31GeNOOsSSb, with properties calculated with ωB97M-V/def2-TZVPD.

The geometry in XYZ format:
```
62
Properties=species:S:1:pos:R:3:lowdin_charge:R:1
Os 0.11174 0.66629 0.42055 0.973
N -0.56314 -3.22646 1.76193 0.218
C -0.26579 -2.11524 1.09964 -0.500
O -0.31976 -1.00979 1.68291 -0.135
C 0.16128 -2.16041 -0.32764 -0.168
C -0.21939 -0.82851 -0.98136 -0.338
H -0.82401 -3.17090 2.73362 0.134
H -0.52718 -4.12490 1.31474 0.126
H -0.24570 -3.03757 -0.83637 0.121
H 1.25124 -2.26808 -0.30792 0.131
H -1.28058 -0.82626 -1.23663 0.028
H 0.34429 -0.70294 -1.90462 0.052
S -2.36956 1.16921 0.40534 0.110
Sb -2.35033 3.02820 -0.94258 1.325
C -0.80340 2.95950 -2.35560 -0.367
C 0.33897 3.73722 -2.19871 -0.140
C 1.38613 3.60377 -3.09873 -0.074
C 1.28842 2.70031 -4.14758 -0.060
C 0.14463 1.92890 -4.30553 -0.066
C -0.90588 2.05643 -3.40957 -0.117
C -2.11887 4.80900 0.13890 -0.362
C -1.80598 5.99747 -0.51819 -0.128
C -1.68720 7.17127 0.21095 -0.066
C -1.88183 7.15565 1.58592 -0.061
C -2.19606 5.97134 2.23725 -0.064
C -2.31661 4.79267 1.51465 -0.136
C -4.14861 3.07040 -2.01438 -0.361
C -4.46280 4.17794 -2.79776 -0.112
C -5.64761 4.18940 -3.51717 -0.069
C -6.50819 3.10091 -3.45344 -0.064
C -6.19100 2.00001 -2.67155 -0.067
C -5.00680 1.97955 -1.94674 -0.129
H 0.42298 4.43402 -1.37437 0.086
H 2.27865 4.20484 -2.98204 0.109
H 2.10625 2.59943 -4.84908 0.112
H 0.07056 1.22898 -5.12739 0.112
H -1.79732 1.45218 -3.53568 0.109
H -1.64178 6.01741 -1.58862 0.100
H -1.44270 8.09679 -0.29328 0.112
H -1.78930 8.07312 2.15196 0.112
H -2.34971 5.96441 3.30820 0.113
H -2.56284 3.86488 2.01933 0.087
H -3.79723 5.03168 -2.85266 0.099
H -5.89943 5.04703 -4.12661 0.112
H -7.43224 3.11332 -4.01618 0.112
H -6.86549 1.15558 -2.62291 0.111
H -4.75736 1.12312 -1.33178 0.071
C 3.25361 3.73829 0.09934 -0.206
Ge 2.42706 2.21073 0.98472 0.712
C 0.88715 2.82630 2.06160 -0.248
C 3.70425 1.28940 2.13053 -0.218
C 1.72606 0.86899 -0.34164 -0.402
H 3.72892 4.37000 0.85104 0.030
H 2.51750 4.33286 -0.43939 -0.004
H 4.01780 3.40261 -0.60119 0.029
H 1.29519 3.22495 2.99262 0.040
H 0.18228 2.03918 2.37656 -0.005
H 0.32906 3.61637 1.56225 0.002
H 4.11790 1.98010 2.86672 0.027
H 4.52685 0.88130 1.54348 0.026
H 3.21043 0.47091 2.65338 0.023
H 2.33714 0.48975 -1.16204 0.004
```

The HOMO energy (alpha / beta) is -10.22 / -10.37 eV. The orbital gap (alpha / beta) is 7.2 / 7.3 eV. Its net charge is +1.

=====

Which one sits at the bottom of the stability order? one does.

=====

## one
Below is 3 unconnected molecules or ions with the total composition CHClO3S, with properties calculated with ωB97M-V/def2-TZVPD.

The geometry in XYZ format:
```
7
Properties=species:S:1:pos:R:3:lowdin_charge:R:1
C 0.69634 -0.22428 0.38309 -0.567
O 0.10620 -0.95844 1.08968 0.137
O -0.84733 1.00370 -0.29060 -0.620
O 1.48530 0.38100 -0.18114 -0.046
S -2.16800 0.59597 0.30977 0.904
Cl 3.48875 -0.67867 -0.52445 0.239
H -2.76127 -0.11928 -0.78634 -0.047
```

The HOMO energy (alpha / beta) is -11.23 / -10.28 eV. The orbital gap (alpha / beta) is 8.9 / 7.6 eV. Its net charge is 0.

=====

## two
Below is a molecular structure, CHClO3S, with properties calculated with ωB97M-V/def2-TZVPD.

The geometry in XYZ format:
```
7
Properties=species:S:1:pos:R:3:lowdin_charge:R:1
C -1.86155 0.53054 0.36350 -0.494
O -1.74453 1.46895 1.01139 0.206
O -1.93989 -0.38071 -0.33067 0.159
O 0.62767 0.72490 0.14102 -0.534
S 2.69137 -2.68351 -0.75511 0.050
Cl 0.85772 -0.90035 -0.15584 0.526
H 1.36921 1.24018 -0.27428 0.087
```

The HOMO energy (alpha / beta) is -9.93 / -9.93 eV. The orbital gap (alpha / beta) is 7.3 / 7.3 eV. Its net charge is 0.

=====

## three
Below is 2 unconnected molecules or ions with the total composition CHClO3S, with properties calculated with ωB97M-V/def2-TZVPD.

The geometry in XYZ format:
```
7
Properties=species:S:1:pos:R:3:lowdin_charge:R:1
C 0.35411 -1.36603 -0.48074 -0.087
O -0.21920 -1.80359 -1.36338 0.135
O 0.36343 0.91296 1.70573 -0.410
O 0.43856 1.93723 -0.59312 -0.395
S -0.04557 0.99148 0.32880 0.344
Cl -2.13316 1.06279 0.16353 0.249
H 1.24184 -1.73485 0.23917 0.163
```

The HOMO energy (alpha / beta) is -9.59 / -9.59 eV. The orbital gap (alpha / beta) is 8.1 / 8.1 eV. Its net charge is 0.

=====

Which one sits at the bottom of the stability order? two does.